No. 1
Below is the molecule C5H10O, with properties calculated with wB97M-V/def2-TZVPD.

Geometry as XYZ:
```
16
C5H10O (wB97M-V/def2-TZVPD)
C 2.21 -0.27 -1.76
C 1.58 -0.20 -0.53
C 0.31 0.63 -0.32
C -0.83 -0.27 -0.03
C -1.20 -0.25 1.45
O -1.84 0.99 1.77
H 2.98 -0.92 -2.10
H 1.62 0.29 -2.55
H 1.76 -0.84 0.24
H 0.08 1.40 -1.01
H 0.54 1.09 0.69
H -1.67 0.03 -0.58
H -0.62 -1.37 -0.22
H -0.44 -0.32 2.17
H -1.90 -1.01 1.74
H -2.59 1.02 1.05
```

The energy comes out at -271.670529 a.u. Its total charge is 0. The HOMO-LUMO gap is 10.36 eV. Its energy above the lowest of the compared OMol25 structures with the same formula, charge and spin is 2.234 eV. The spin multiplicity is 1.

Atomic partial charges in e from the Mulliken method, atoms 1 to 5:
1. C -0.703
2. C -0.257
3. C -0.653
4. C -0.423
5. C -0.723



No. 2
Below is the molecule H2N2O4S, with properties calculated with wB97M-V/def2-TZVPD.

Geometry as XYZ:
```
9
H2N2O4S (wB97M-V/def2-TZVPD)
N -0.07 0.01 -0.03
S -1.50 0.78 0.15
O -1.76 1.08 1.50
O -1.65 1.73 -0.87
N -2.70 -0.63 -0.07
O -2.41 -1.44 0.75
O -3.59 -0.62 -0.85
H 0.81 0.46 -0.41
H 0.22 -0.74 0.56
```

The energy comes out at -809.721932 a.u. Its total charge is 0. The HOMO-LUMO gap is 11.15 eV. Its energy above the lowest of the compared OMol25 structures with the same formula, charge and spin is 1.535 eV. The spin multiplicity is 1.

Atomic partial charges in e from the Mulliken method, atoms 1 to 5:
1. N -0.422
2. S 1.087
3. O -0.522
4. O -0.526
5. N 0.931



No. 3
Below is a structure of composition C35H83O26P4Pb, with properties calculated with wB97M-V/def2-TZVPD.

Geometry as XYZ:
```
149
C35H83O26P4Pb (wB97M-V/def2-TZVPD)
Pb 24.49 5.97 1.25
C 24.96 9.93 4.01
C 25.92 9.17 3.02
O 25.34 7.97 2.50
H 24.83 9.34 4.92
H 23.97 10.25 3.68
H 25.34 10.94 4.18
H 26.88 8.97 3.51
H 26.16 9.89 2.24
C 29.82 10.95 4.06
C 31.23 10.67 3.50
O 31.08 9.92 2.29
P 32.13 8.72 2.00
O 32.28 8.36 0.54
O 33.56 9.21 2.73
C 34.49 10.02 2.02
C 35.31 10.75 3.09
O 31.68 7.52 3.01
C 30.74 6.61 2.57
C 29.31 7.27 2.28
H 29.08 10.89 3.26
H 29.46 10.20 4.75
H 29.77 11.88 4.64
H 31.93 11.49 3.32
H 31.73 10.19 4.34
H 34.98 9.48 1.21
H 33.98 10.76 1.41
H 35.82 10.04 3.74
H 35.96 11.41 2.52
H 34.70 11.34 3.77
H 30.98 5.95 1.73
H 30.66 5.93 3.42
H 28.64 6.60 1.75
H 28.91 7.61 3.24
H 29.38 8.17 1.66
C 17.93 7.28 -0.20
C 19.04 7.71 0.71
O 19.55 6.59 1.53
P 20.87 6.86 2.40
O 22.14 6.89 1.68
O 20.53 8.35 3.10
C 21.51 9.11 3.76
C 21.15 9.29 5.20
O 20.71 5.78 3.59
C 19.47 5.64 4.31
C 18.31 4.68 3.83
H 18.45 6.75 -1.00
H 17.10 6.78 0.30
H 17.40 8.16 -0.56
H 19.88 8.08 0.13
H 18.78 8.63 1.24
H 22.47 8.64 3.52
H 21.63 10.00 3.14
H 21.29 8.40 5.82
H 21.72 10.13 5.60
H 20.10 9.56 5.24
H 19.84 5.26 5.26
H 19.03 6.64 4.37
H 18.83 3.73 3.71
H 17.66 4.62 4.70
H 17.82 4.93 2.88
C 27.34 10.88 6.72
C 25.99 10.41 7.32
O 25.93 10.76 8.69
P 26.29 9.65 9.77
O 25.41 8.47 9.77
O 27.84 9.30 9.55
C 28.28 8.05 10.06
C 29.57 8.45 10.84
O 26.29 10.44 11.17
C 25.18 10.43 11.95
C 24.85 9.14 12.70
H 27.32 11.95 6.51
H 28.04 10.62 7.51
H 27.65 10.37 5.81
H 25.23 11.01 6.83
H 25.79 9.35 7.18
H 27.59 7.43 10.63
H 28.67 7.42 9.26
H 29.40 9.12 11.68
H 30.13 7.60 11.23
H 30.32 8.89 10.19
H 25.34 11.18 12.72
H 24.38 10.73 11.27
H 24.01 9.33 13.36
H 24.79 8.21 12.12
H 25.65 8.92 13.41
C 22.50 16.95 1.45
C 23.91 17.20 1.92
O 24.46 15.92 2.15
P 25.99 15.95 2.59
O 26.87 16.83 1.80
O 25.89 16.29 4.16
C 26.68 15.50 5.10
C 25.73 14.35 5.34
O 26.41 14.36 2.48
C 27.35 13.77 1.54
C 28.70 14.69 1.63
H 22.00 17.83 1.04
H 22.58 16.09 0.78
H 21.94 16.70 2.35
H 24.48 17.60 1.08
H 23.90 17.83 2.81
H 27.52 15.09 4.53
H 27.10 15.86 6.04
H 26.12 13.51 5.91
H 24.86 14.67 5.91
H 25.38 13.91 4.41
H 27.61 12.80 1.93
H 27.06 13.82 0.49
H 29.48 14.00 1.30
H 28.63 15.49 0.90
H 28.98 15.05 2.62
C 19.16 15.38 1.82
O 19.94 14.20 1.71
C 20.79 13.75 2.61
O 20.82 14.10 3.82
O 21.86 13.11 1.96
C 23.05 13.01 2.74
H 19.51 16.12 1.11
H 19.31 15.83 2.80
H 18.07 15.31 1.74
H 23.31 13.94 3.26
H 23.92 12.70 2.16
H 22.93 12.29 3.54
C 24.28 6.02 5.62
O 23.33 4.96 5.48
C 23.27 4.41 4.33
O 23.77 4.77 3.25
O 22.34 3.41 4.35
C 21.76 2.90 3.16
H 24.47 6.12 6.69
H 23.97 7.02 5.32
H 25.17 5.75 5.06
H 21.60 1.83 3.26
H 22.51 3.09 2.39
H 20.92 3.50 2.82
C 27.92 6.37 5.88
O 29.06 6.44 6.68
C 29.99 5.55 6.59
O 29.98 4.51 5.97
O 31.12 6.07 7.27
C 32.29 5.26 7.37
H 27.31 5.52 6.18
H 28.15 6.25 4.82
H 27.32 7.28 5.84
H 32.14 4.18 7.36
H 32.84 5.58 8.24
H 32.79 5.48 6.43
```

The energy comes out at -4897.897263 a.u. Its total charge is +1. The HOMO-LUMO gap is 7.40 eV. Its energy above the lowest of the compared OMol25 structures with the same formula, charge and spin is 2.718 eV. The spin multiplicity is 1.

Atomic partial charges in e from the Mulliken method, atoms 1 to 5:
1. Pb 1.579
2. C 0.635
3. C -0.312
4. O -0.581
5. H -0.207



no.,LUMO (eV),HOMO energy (eV)
1,0.98,-9.38
2,-0.21,-11.36
3,-4.05,-11.45